Formula: C46H36N3O6PS6Ti
Source: the OMol25 dataset
Level of theory: ωB97M-V/def2-TZVPD

Geometry as XYZ:
```
99
Properties=species:S:1:pos:R:3:forces:R:3:lowdin_charge:R:1
Ti -0.7352 0.4704 0.1678 -1.366 -1.521 -0.531 0.833
C -4.0654 1.6968 0.7649 -0.019 -0.129 -0.275 -0.045
O -2.7214 1.8480 0.2737 0.390 0.348 -0.187 -0.231
C -2.3589 3.1264 -0.1132 -0.010 0.042 0.069 -0.248
C -3.1883 4.0333 -0.7525 0.073 -0.039 0.076 0.007
C -2.6670 5.2769 -1.0906 0.071 0.032 -0.002 -0.048
C -1.3542 5.6188 -0.7827 -0.044 -0.080 0.030 -0.052
C -0.5290 4.7076 -0.1424 -0.139 0.028 -0.101 -0.001
C -1.0410 3.4596 0.1675 0.348 -0.180 0.180 -0.177
N -0.2818 2.4113 0.7803 0.291 0.574 0.086 -0.027
N 0.5983 2.7857 1.5971 -0.231 -0.198 0.193 0.171
C 1.2011 1.8438 2.3963 0.073 0.222 -0.079 -0.141
C 0.6362 0.5909 2.6618 -0.412 -0.289 -0.017 -0.272
O -0.3841 0.1231 1.9507 0.496 0.275 0.107 -0.233
C 1.0899 -0.1908 3.7541 0.289 0.191 -0.059 0.027
C 2.1558 0.2398 4.4811 -0.123 -0.043 -0.099 0.016
C 2.8266 1.4627 4.1861 0.055 -0.088 0.084 -0.162
C 3.9647 1.8582 4.9201 -0.009 0.060 -0.047 -0.026
C 4.6106 3.0265 4.6185 -0.053 -0.038 -0.017 -0.068
C 4.1357 3.8333 3.5702 0.070 0.058 0.009 -0.058
C 3.0313 3.4738 2.8439 -0.023 -0.044 0.036 -0.011
C 2.3484 2.2803 3.1452 0.054 0.018 0.048 -0.097
H -4.2473 2.4667 1.5152 -0.052 -0.033 0.004 0.118
H -4.1158 0.7018 1.1940 -0.045 0.155 -0.060 0.015
H -4.7730 1.7746 -0.0608 -0.009 0.021 0.058 0.105
H -4.2130 3.7826 -0.9858 -0.015 0.006 0.005 0.121
H -3.2946 5.9876 -1.6098 -0.027 0.007 0.005 0.114
H -0.9691 6.5909 -1.0537 -0.007 0.026 -0.027 0.114
H 0.4984 4.9386 0.0989 0.027 -0.021 -0.018 0.122
H 0.5967 -1.1322 3.9519 -0.034 0.003 0.003 0.124
H 2.5224 -0.3604 5.3039 0.027 -0.031 0.026 0.124
H 4.3192 1.2201 5.7194 0.008 -0.016 0.014 0.115
H 5.4855 3.3279 5.1766 0.026 0.009 0.016 0.107
H 4.6562 4.7495 3.3256 0.013 0.013 0.003 0.110
H 2.6895 4.0926 2.0281 -0.035 0.014 -0.029 0.110
O 1.9288 1.4907 -0.6893 -0.121 -0.093 0.049 0.066
C 1.4270 0.5043 -0.2117 0.284 0.169 -0.066 -0.337
C 2.2997 -0.6085 0.3090 -0.116 0.240 -0.028 -0.236
C 3.5854 -0.3484 0.7726 -0.003 -0.136 0.007 -0.001
C 4.3206 -1.3939 1.3036 -0.038 -0.021 -0.018 -0.047
C 3.7845 -2.6812 1.3457 0.056 0.034 0.014 -0.055
C 2.5142 -2.9382 0.8576 -0.027 0.013 -0.056 -0.042
C 1.7658 -1.8863 0.3377 0.024 0.012 0.111 -0.307
P 0.0919 -1.9632 -0.3481 0.552 0.316 0.167 1.045
C -0.6063 -3.3984 0.5016 -0.034 -0.111 -0.179 -0.355
C -1.0820 -3.2349 1.7975 0.004 0.096 0.060 -0.117
C -1.5342 -4.3250 2.5209 -0.022 -0.026 0.041 -0.069
C -1.5086 -5.5921 1.9548 -0.004 0.004 -0.019 -0.061
C -1.0246 -5.7640 0.6663 -0.005 0.026 0.004 -0.061
C -0.5710 -4.6725 -0.0611 -0.047 -0.006 0.021 -0.073
C 0.3516 -2.4122 -2.0871 -0.144 0.069 -0.011 -0.342
C 1.5658 -2.1169 -2.7053 0.047 -0.052 -0.026 -0.060
C 1.7581 -2.4122 -4.0475 -0.030 -0.001 0.032 -0.057
C 0.7389 -3.0005 -4.7792 0.022 -0.012 -0.002 -0.065
C -0.4790 -3.2837 -4.1734 0.000 -0.008 -0.032 -0.072
C -0.6796 -2.9851 -2.8358 -0.055 0.045 0.028 -0.125
H 3.9796 0.6572 0.7187 0.009 0.048 0.001 0.127
H 5.3155 -1.2150 1.6876 0.034 0.006 0.009 0.110
H 4.3713 -3.4910 1.7581 0.013 -0.014 0.015 0.108
H 2.1126 -3.9434 0.8818 -0.026 -0.002 0.003 0.112
H -1.1022 -2.2480 2.2442 0.067 -0.040 -0.007 0.049
H -1.9181 -4.1806 3.5226 0.005 -0.004 0.014 0.110
H -1.8648 -6.4443 2.5172 -0.024 -0.014 0.009 0.110
H -1.0011 -6.7486 0.2200 0.003 -0.027 0.000 0.110
H -0.1930 -4.8204 -1.0630 0.020 0.010 -0.020 0.105
H 2.3717 -1.6475 -2.1573 -0.006 0.000 0.029 0.114
H 2.6946 -2.1523 -4.5223 0.015 0.011 -0.016 0.124
H 0.8891 -3.2249 -5.8266 -0.003 0.001 -0.017 0.115
H -1.2796 -3.7324 -4.7460 -0.012 -0.012 -0.011 0.111
H -1.6365 -3.1953 -2.3745 0.004 -0.010 0.020 0.088
N -1.0720 0.9267 -2.0384 -0.187 0.076 -0.048 0.022
C -0.1251 1.2965 -3.0929 0.001 -0.033 0.105 -0.285
C 0.5629 2.4927 -3.0322 0.042 -0.048 -0.099 -0.037
C 1.4998 2.7741 -4.0165 0.059 0.096 0.029 -0.029
C 1.7409 1.8765 -5.0437 -0.246 -0.044 0.094 -0.242
C 0.9971 0.7086 -5.1138 0.006 -0.078 -0.080 -0.046
C 0.0592 0.4124 -4.1423 0.053 0.161 0.036 -0.036
S 2.9916 2.1844 -6.2894 0.196 -0.033 0.035 0.396
O 3.6495 0.8883 -6.3923 0.005 0.063 -0.031 -0.368
O 2.2275 2.5670 -7.4620 -0.027 -0.003 -0.025 -0.351
O 3.8016 3.2421 -5.7091 -0.004 -0.029 -0.051 -0.364
H -1.5345 0.0791 -2.3760 0.015 0.042 0.068 0.033
H -1.8215 1.6224 -2.0353 0.041 -0.057 0.038 0.100
H 0.4042 3.1799 -2.2123 0.003 -0.004 0.021 0.094
H 2.0877 3.6805 -3.9857 0.022 0.051 0.012 0.114
H 1.1789 0.0220 -5.9285 0.023 -0.019 -0.054 0.118
H -0.5185 -0.5027 -4.1950 -0.019 -0.070 0.018 0.101
C -4.4635 -0.0277 3.9078 -0.072 0.015 0.097 -0.372
S -3.0805 -0.7384 2.9866 -0.061 -0.081 0.056 0.866
C -3.9255 -1.8261 1.8982 -0.137 0.050 0.064 -0.975
C -3.7571 -1.9164 0.5644 0.247 0.016 -0.131 -1.058
S -2.7487 -1.0592 -0.5780 -0.091 0.240 0.212 0.637
S -4.6826 -3.1725 -0.2279 0.001 -0.108 0.027 0.910
C -5.5011 -3.8022 1.1654 -0.045 -0.079 -0.048 -1.498
S -6.5822 -5.0247 1.1085 0.059 0.055 0.026 0.567
S -5.0188 -2.9932 2.6164 -0.026 -0.020 0.070 0.916
H -4.0262 0.7089 4.5803 0.015 0.009 -0.006 0.042
H -4.9826 -0.7740 4.5049 0.024 -0.026 -0.018 0.027
H -5.1736 0.4671 3.2481 0.006 0.000 -0.048 0.040
```
Forces are in eV/Å.

Properties
LUMO energy = -2.28 eV
maximum force = 2.11 eV Å⁻¹
relative energy (zero: lowest compared OMol25 entry of this formula, charge and spin) = 63.3 kJ/mol
DFT total energy = -5970.20972 Eh

=====

Formula: C6H11N3O3
Source: the OMol25 dataset
Level of theory: ωB97M-V/def2-TZVPD

Geometry as XYZ:
```
23
Properties=species:S:1:pos:R:3:forces:R:3:lowdin_charge:R:1
H -3.1141 0.5038 0.6327 0.942 0.859 -4.111 0.136
N -2.6313 0.9246 -0.3886 4.122 0.549 7.311 0.014
C -1.3420 0.9904 0.2541 -4.253 0.340 -0.034 -0.428
N -0.3524 1.9810 0.0567 -3.812 0.669 -1.563 -0.001
C 0.9238 1.3244 -0.4109 -1.439 -0.361 1.334 -0.150
C 1.8372 0.5824 0.6800 -1.233 1.278 1.575 -0.096
C 2.8104 -0.1542 -0.1734 5.386 0.121 3.546 -0.411
O 4.1168 0.1407 -0.0678 -7.223 -2.373 -2.178 -0.006
O 2.1050 -1.2624 -0.5690 3.740 0.558 -1.864 0.040
N -1.0240 -0.1443 1.2064 -0.792 3.184 -1.458 0.111
C -0.8940 -1.2969 0.4041 -0.701 1.610 1.346 -0.495
C -1.8205 -1.6219 -0.7209 -2.641 -1.408 -4.750 -0.045
O 0.1304 -1.8349 0.7237 0.878 -4.006 -0.158 0.011
H -0.9289 2.7148 -0.7024 2.654 -2.653 2.629 0.227
H 0.4240 0.5780 -0.9836 1.267 -0.805 -1.586 0.089
H 1.4429 2.1053 -0.9729 0.379 -0.625 0.103 0.134
H 2.2028 1.4414 1.3759 -0.114 -1.980 -1.087 0.147
H 1.4148 -0.4966 1.3212 0.818 4.358 -1.411 0.187
H 1.4010 -1.5276 0.0733 0.208 0.202 -0.591 0.013
H -0.2028 -0.0361 1.9230 -2.119 -0.138 -2.199 0.171
H -1.3220 -2.2176 -1.6616 -0.807 0.750 3.041 0.138
H -2.1254 -0.7009 -1.3080 0.815 -0.731 1.104 0.038
H -3.0517 -1.9937 -0.6921 3.923 0.603 1.000 0.176
```
Forces are in eV/Å.

Properties
LUMO energy = -0.06 eV
maximum force = 8.41 eV Å⁻¹
SMILES = [H]/N=C(/NCCC(=O)O)NC(C)=O
relative energy (zero: lowest compared OMol25 entry of this formula, charge and spin) = 764.2 kJ/mol
DFT total energy = -624.96084 Eh